C8H12NOPS2 | ωB97M-V/def2-TZVPD

Structure (XYZ):
```
25
Properties=species:S:1:pos:R:3:forces:R:3
C 2.153977 1.439193 -1.801409 1.0 -0.4 -2.1
N 1.738814 0.032165 -1.775406 -1.0 1.6 1.7
P 1.985146 -0.751904 -0.370876 -0.5 1.1 2.3
S 3.750354 -0.909016 0.475064 -0.6 -0.4 -1.1
O 1.011497 0.331009 0.486676 0.6 -1.5 -1.1
C 1.369907 0.550147 1.825203 1.8 -0.7 -1.8
S 0.840732 -2.500992 -0.516642 0.6 0.2 0.0
C -0.708509 -1.733732 -0.149406 -1.6 -0.5 0.5
C -1.513026 -1.121907 -1.134943 -1.0 0.4 2.4
C -2.787817 -0.631377 -0.795174 -0.2 0.4 -0.8
C -3.285035 -0.783483 0.523191 0.8 -0.9 -0.4
C -2.518707 -1.449961 1.506195 0.5 1.2 -2.3
C -1.239903 -1.917301 1.159922 -1.5 1.1 -0.8
H 1.612919 1.962485 -1.011417 0.1 0.4 -0.7
H 3.250622 1.451128 -1.650430 -0.4 0.5 0.3
H 2.029272 1.732111 -2.916046 -0.3 0.3 2.1
H 2.027391 -0.402969 -2.565629 0.9 -2.0 -2.8
H 1.494966 1.543550 1.985241 -0.1 3.3 0.4
H 2.361960 0.179674 1.913381 0.7 -0.6 0.9
H 0.743021 0.153750 2.517154 -2.1 -1.5 1.8
H -1.251498 -0.817181 -2.103340 1.2 -0.4 -1.2
H -3.272928 -0.094810 -1.717011 0.3 -1.0 2.4
H -4.266541 -0.524314 0.847112 -0.6 0.7 -0.3
H -2.861753 -1.445672 2.526200 -0.1 -0.4 0.1
H -0.809475 -2.336925 2.024747 1.6 -0.8 0.2
```
Forces are in eV/Å.

- structure (SMILES) = CN[P@@](=S)(OC)Sc1ccccc1
- total energy (Ha) = -1579.7659
- largest force on an atom (eV Å⁻¹) = 3.5
- orbital gap (hartree) = 0.3399
- HOMO level (eV) = -8.70

Here are the Löwdin charges for atoms 1 to 2, given in e: atom 1 (C): -0.13, atom 2 (N): -0.26

=====

C8H12NOS | ωB97M-V/def2-TZVPD

Structure (XYZ):
```
23
Properties=species:S:1:pos:R:3:forces:R:3
C 0.024091 0.131010 -1.673878 -0.3 0.5 -1.7
C -0.812536 1.078091 -1.255268 -0.8 0.2 1.2
C 0.542044 -0.623901 1.986571 0.1 0.3 -0.7
C 0.564976 -1.944211 1.851181 -2.4 -1.6 1.8
C 0.422370 -0.169080 3.414716 1.7 -0.8 -1.4
C 0.745063 0.219865 0.633980 1.4 2.4 0.5
C 0.295077 -0.344615 -3.096321 -2.1 1.8 -0.8
C -1.983794 1.726543 -1.892269 -0.7 1.7 1.8
N 0.942572 -0.284991 -0.761562 1.6 -2.2 2.5
O 0.504905 -1.000525 4.425423 -0.4 0.6 -1.5
S -0.448144 1.597826 0.434010 -0.3 -0.9 -0.4
H 0.288154 -2.585657 1.035897 1.0 0.4 -1.1
H 0.335391 -2.466656 2.768290 0.5 -0.5 0.2
H 0.519545 0.858350 3.719290 -0.6 0.6 -0.4
H 1.642456 0.799280 0.878120 0.2 -0.4 0.0
H -0.626852 -0.631035 -3.678074 0.8 0.2 0.9
H 0.943840 -1.158687 -3.075872 1.1 -1.5 -0.1
H 0.758546 0.455115 -3.726813 -0.2 -0.5 0.8
H -2.157004 2.813144 -1.514907 0.5 -1.8 -0.6
H -2.951310 1.227066 -1.781180 0.3 -0.2 0.3
H -1.769126 1.767179 -2.902318 0.1 0.4 -2.3
H 1.713624 -0.948288 -1.056302 -1.4 1.4 0.9
H 0.506112 -0.515822 5.267284 0.0 -0.1 0.1
```
Forces are in eV/Å.

- total energy (Ha) = -839.8158
- charge = +1
- largest force on an atom (eV Å⁻¹) = 3.7
- orbital gap (alpha / beta) (hartree) = 0.1419 / 0.1493
- HOMO level (alpha / beta) (eV) = -10.29 / -10.37

Here are the Löwdin charges for atoms 1 to 2, given in e: atom 1 (C): -0.38, atom 2 (C): -0.52

=====

C8H12O | ωB97M-V/def2-TZVPD

Structure (XYZ):
```
21
Properties=species:S:1:pos:R:3:forces:R:3
C 0.708223 1.320626 1.328073 0.6 1.2 2.1
O 0.768671 1.678571 -0.058803 -0.5 0.4 -0.2
C 1.044095 0.544448 -0.927942 -0.2 -1.1 2.2
C 1.339239 -0.496943 0.195950 1.8 -0.8 0.6
C 0.394217 -0.213499 1.351093 -1.9 2.1 -2.3
C -0.983047 -0.266284 0.596482 -1.5 1.1 -0.6
C -2.255922 -0.956670 -0.072483 1.1 1.6 0.2
C -0.899538 -0.865551 -0.772838 -1.7 3.9 -0.3
C -0.123864 0.048246 -1.734561 -2.2 0.5 -1.6
H 0.075962 2.084143 1.941040 0.3 -1.5 -1.5
H 1.717142 1.517601 1.795603 -0.6 -0.5 -0.5
H 1.914982 0.807205 -1.517883 0.1 -0.1 -0.1
H 1.449570 -1.581477 0.116788 0.0 0.3 -1.1
H 2.267910 -0.100270 0.515357 1.6 -0.3 0.6
H 0.449757 -0.760229 2.254868 0.7 -0.4 0.9
H -1.286501 0.799358 0.532731 0.1 -0.7 -0.3
H -2.452615 -1.967323 0.164442 -0.7 -0.8 0.2
H -3.112972 -0.233881 -0.251496 1.2 -1.2 0.3
H -0.478269 -1.774858 -0.746315 1.5 -3.3 0.2
H -0.794561 0.921078 -2.046997 1.0 -1.0 0.1
H 0.257519 -0.504291 -2.663110 -0.6 0.8 1.2
```
Forces are in eV/Å.

- structure (SMILES) = C1O[C@H]2C[C@@H]1[C@@H]1C[C@H]1C2
- total energy (Ha) = -387.1184
- largest force on an atom (eV Å⁻¹) = 4.3
- orbital gap (hartree) = 0.3730
- HOMO level (eV) = -9.09

Here are the Löwdin charges for atoms 1 to 2, given in e: atom 1 (C): -0.19, atom 2 (O): -0.12

=====

C8H12O2 | ωB97M-V/def2-TZVPD

Structure (XYZ):
```
22
Properties=species:S:1:pos:R:3:forces:R:3
C 0.457207 -2.139728 0.982530 -0.2 0.3 1.1
C -0.413233 -1.469947 0.271672 -0.1 1.8 -0.6
C -1.749721 -1.764709 -0.307087 -0.2 -0.4 0.1
O -2.602574 -2.585887 -0.267231 -0.1 -0.6 0.1
O -1.815588 -0.597358 -0.968083 -1.7 0.7 -0.6
C -0.618331 -0.048248 -0.424687 2.1 -1.8 0.4
C 0.307285 0.205789 -1.608867 -2.0 -0.8 0.4
C 1.486712 1.005748 -1.249018 1.7 0.2 -3.7
C -0.818025 1.141909 0.502666 -1.0 -1.8 0.8
C 0.162024 1.127634 1.687644 0.5 -1.4 -0.6
H 1.300982 -1.726157 1.505751 0.5 0.3 -0.5
H 0.167944 -3.075875 1.380681 -0.2 -1.2 -0.1
H 0.711817 -0.714581 -2.060038 -0.9 -0.1 0.3
H -0.468074 0.627992 -2.288492 1.2 0.3 -0.3
H 1.361919 2.051954 -1.304053 -0.5 1.3 0.4
H 2.104097 0.824130 -2.227795 0.1 0.4 2.3
H 1.925188 0.747632 -0.312946 0.7 -0.5 0.3
H -0.734115 2.060565 0.015118 0.4 1.4 -1.2
H -1.897261 1.130589 0.735784 0.4 -0.3 0.6
H 0.429809 0.058863 1.999079 0.1 1.6 -1.0
H -0.344122 1.392785 2.586487 -0.1 1.3 0.6
H 1.046059 1.746901 1.350884 -0.8 -0.8 1.3
```
Forces are in eV/Å.

- structure (SMILES) = C=C1C(=O)OC1(CC)CC
- total energy (Ha) = -462.4313
- largest force on an atom (eV Å⁻¹) = 4.1
- orbital gap (hartree) = 0.3985
- HOMO level (eV) = -10.36

Here are the Löwdin charges for atoms 1 to 2, given in e: atom 1 (C): 0.11, atom 2 (C): -0.10

=====

C8H12O4S2 | ωB97M-V/def2-TZVPD

Structure (XYZ):
```
26
Properties=species:S:1:pos:R:3:forces:R:3
C 3.422170 -1.439028 1.191552 -1.5 -0.9 -0.4
C 2.447173 -0.776659 0.165816 0.3 -0.8 0.9
C 2.033609 -1.624101 -1.005681 2.4 -2.5 -1.1
C 1.938546 0.425652 0.370501 0.5 -0.5 0.1
S 0.902620 1.434913 -0.312033 1.2 1.5 2.4
O 1.512301 2.514059 -1.071707 -1.1 -0.6 -0.5
C 0.036107 2.173740 1.158106 -1.0 0.4 -1.4
C -1.252399 1.407991 1.232865 0.4 0.6 -1.0
C -1.535292 0.802412 0.067858 -1.9 -0.1 3.3
S -2.816970 -0.427008 -0.140916 -0.3 -0.7 1.7
C -3.815135 0.069261 -1.509524 0.8 4.6 1.0
O -2.123014 -1.634446 -0.500157 0.0 0.0 -0.2
O -3.639102 -0.425434 1.064555 0.6 0.3 -1.2
O -0.707828 0.840561 -0.887407 2.4 0.6 -4.1
H 4.415020 -1.511726 0.816942 0.9 0.2 -0.6
H 3.504515 -0.999638 2.202644 -0.5 0.0 -0.7
H 3.100588 -2.526025 1.238231 0.2 1.2 0.4
H 2.746916 -1.484411 -1.927434 -1.4 0.0 1.7
H 2.109632 -2.756468 -0.794652 0.2 1.7 0.0
H 1.017690 -1.542800 -1.291029 -1.0 0.8 -0.4
H -0.029122 3.255077 0.909983 -0.4 -0.6 -0.3
H 0.633736 2.189713 2.034918 0.8 -0.7 0.6
H -1.829912 1.320203 2.105117 -0.7 -0.1 0.8
H -4.624871 -0.575746 -1.444248 -1.6 -1.2 -0.3
H -4.182184 1.201890 -1.218586 0.8 -2.9 -0.9
H -3.264787 0.088021 -2.455707 -0.2 -0.2 0.3
```
Forces are in eV/Å.

- structure (SMILES) = CC(C)=C=[S@]1(=O)CC=C(S(C)(=O)=O)O1
- total energy (Ha) = -1409.1422
- largest force on an atom (eV Å⁻¹) = 4.8
- orbital gap (hartree) = 0.3336
- HOMO level (eV) = -8.92

Here are the Löwdin charges for atoms 1 to 2, given in e: atom 1 (C): -0.05, atom 2 (C): -0.36

=====

C8H12OS | ωB97M-V/def2-TZVPD

Structure (XYZ):
```
22
Properties=species:S:1:pos:R:3:forces:R:3
C 1.178064 2.595858 0.049404 2.5 0.0 -0.2
C 0.815852 1.131641 0.001129 1.7 0.7 0.1
C 1.994805 0.194134 0.173176 -1.6 1.0 0.6
C -0.401404 0.704430 -0.100008 -2.7 -1.5 0.1
S -2.015420 1.523302 -0.119491 0.6 -0.2 -0.2
C -2.422722 -0.240788 0.047871 -1.1 1.7 0.5
O -3.500484 -0.688935 0.278454 0.4 -0.7 -0.2
C -1.015040 -0.737249 -0.051836 1.4 0.5 0.4
C -0.830983 -1.475252 -1.338733 1.4 -1.7 -1.1
C -0.665425 -1.597045 1.165557 -0.4 -2.7 -2.3
H 1.656461 2.886338 1.028490 -0.3 -0.5 -0.8
H 1.974270 2.835104 -0.759249 -1.3 -0.3 1.2
H 0.370434 3.272820 -0.063087 -1.0 0.4 -0.3
H 2.348120 0.369067 1.163919 0.5 -0.3 0.9
H 1.831183 -0.827928 -0.020425 -0.6 -1.2 0.0
H 2.748835 0.486246 -0.465158 1.8 0.8 -1.5
H -1.167870 -0.894318 -2.167852 -1.5 0.2 -0.6
H -1.258845 -2.544656 -1.273463 0.7 1.8 -0.4
H 0.233015 -1.452909 -1.737521 -0.6 -0.7 1.4
H 0.294882 -2.193192 0.942132 -1.5 0.9 0.7
H -1.556993 -2.333594 1.217384 1.6 0.9 0.3
H -0.610730 -1.013065 2.029300 0.2 0.7 1.5
```
Forces are in eV/Å.

- structure (SMILES) = CC(C)=C1SC(=O)C1(C)C
- total energy (Ha) = -785.4129
- largest force on an atom (eV Å⁻¹) = 3.6
- orbital gap (hartree) = 0.3433
- HOMO level (eV) = -8.65

Here are the Löwdin charges for atoms 1 to 2, given in e: atom 1 (C): -0.06, atom 2 (C): -0.35

=====

> Which of these has the lowest total energy?

C8H12NOPS2

=====

> Which of these has the lowest largest force on an atom?

C8H12NOPS2

=====

Please write out number 5 again, unchanged.
C8H12O4S2 | ωB97M-V/def2-TZVPD

Structure (XYZ):
```
26
Properties=species:S:1:pos:R:3:forces:R:3
C 3.422170 -1.439028 1.191552 -1.5 -0.9 -0.4
C 2.447173 -0.776659 0.165816 0.3 -0.8 0.9
C 2.033609 -1.624101 -1.005681 2.4 -2.5 -1.1
C 1.938546 0.425652 0.370501 0.5 -0.5 0.1
S 0.902620 1.434913 -0.312033 1.2 1.5 2.4
O 1.512301 2.514059 -1.071707 -1.1 -0.6 -0.5
C 0.036107 2.173740 1.158106 -1.0 0.4 -1.4
C -1.252399 1.407991 1.232865 0.4 0.6 -1.0
C -1.535292 0.802412 0.067858 -1.9 -0.1 3.3
S -2.816970 -0.427008 -0.140916 -0.3 -0.7 1.7
C -3.815135 0.069261 -1.509524 0.8 4.6 1.0
O -2.123014 -1.634446 -0.500157 0.0 0.0 -0.2
O -3.639102 -0.425434 1.064555 0.6 0.3 -1.2
O -0.707828 0.840561 -0.887407 2.4 0.6 -4.1
H 4.415020 -1.511726 0.816942 0.9 0.2 -0.6
H 3.504515 -0.999638 2.202644 -0.5 0.0 -0.7
H 3.100588 -2.526025 1.238231 0.2 1.2 0.4
H 2.746916 -1.484411 -1.927434 -1.4 0.0 1.7
H 2.109632 -2.756468 -0.794652 0.2 1.7 0.0
H 1.017690 -1.542800 -1.291029 -1.0 0.8 -0.4
H -0.029122 3.255077 0.909983 -0.4 -0.6 -0.3
H 0.633736 2.189713 2.034918 0.8 -0.7 0.6
H -1.829912 1.320203 2.105117 -0.7 -0.1 0.8
H -4.624871 -0.575746 -1.444248 -1.6 -1.2 -0.3
H -4.182184 1.201890 -1.218586 0.8 -2.9 -0.9
H -3.264787 0.088021 -2.455707 -0.2 -0.2 0.3
```
Forces are in eV/Å.

- structure (SMILES) = CC(C)=C=[S@]1(=O)CC=C(S(C)(=O)=O)O1
- total energy (Ha) = -1409.1422
- largest force on an atom (eV Å⁻¹) = 4.8
- orbital gap (hartree) = 0.3336
- HOMO level (eV) = -8.92

Here are the Löwdin charges for atoms 1 to 2, given in e: atom 1 (C): -0.05, atom 2 (C): -0.36